1.
Formula: C3H3N3O
Source: OMol25
Level of theory: wB97M-V/def2-TZVPD

Output
LUMO level   -0.6 eV
Relative energy (zero: lowest compared OMol25 entry of this formula, charge and spin)   1.104 eV
Frontier orbital gap   0.358 Ha

Geometry (Å):
H1 -2.69 0.32 0.07
N1 -2.13 -0.53 -0.27
C1 -0.88 -0.26 -0.16
N2 -0.05 -1.40 -0.26
C2 1.16 -0.97 -0.12
C3 1.20 0.57 0.12
O1 2.12 1.20 0.49
N3 -0.12 0.95 0.11
H2 1.96 -1.77 -0.29
H3 -0.58 1.88 0.30

2.
Formula: C3H3N3O
Source: OMol25
Level of theory: wB97M-V/def2-TZVPD

Output
LUMO level (spin up / spin down)   -3.4 / -3.7 eV
Relative energy (zero: lowest compared OMol25 entry of this formula, charge and spin)   6.714 eV
Frontier orbital gap (spin up / spin down)   0.296 / 0.280 Ha

Geometry (Å):
C1 -1.84 -1.22 0.09
C2 -0.80 1.52 0.12
C3 1.01 -0.06 0.33
N1 -2.45 -2.11 -0.24
N2 -1.45 2.41 -0.18
N3 -0.22 0.48 0.66
O1 1.48 0.11 -1.01
H1 0.97 -0.99 0.81
H2 1.81 0.67 0.76
H3 1.48 -0.81 -1.34

3.
Formula: C3H3N3O
Source: OMol25
Level of theory: wB97M-V/def2-TZVPD

Output
LUMO level   -0.7 eV
Relative energy (zero: lowest compared OMol25 entry of this formula, charge and spin)   3.769 eV
Frontier orbital gap   0.326 Ha

Geometry (Å):
H1 -2.91 0.41 -0.17
N1 -2.32 -0.36 0.19
C1 -1.09 -0.36 -0.01
N2 -0.43 0.88 -0.15
C2 0.83 0.97 -0.02
C3 1.53 -0.36 0.17
N3 0.97 -1.50 -0.05
O1 -0.41 -1.41 -0.14
H2 1.26 2.03 0.02
H3 2.58 -0.29 0.17

4.
Formula: C3H3N3O
Source: OMol25
Level of theory: wB97M-V/def2-TZVPD

Output
LUMO level   -0.9 eV
Relative energy (zero: lowest compared OMol25 entry of this formula, charge and spin)   2.819 eV
Frontier orbital gap   0.301 Ha

Geometry (Å):
N1 0.15 1.60 1.51
C1 0.23 0.67 0.73
C2 0.74 -0.52 0.39
C3 0.26 -1.46 -0.58
O1 0.37 -2.65 -0.78
H1 -0.33 2.45 1.29
H2 1.62 -0.72 0.98
H3 -0.35 -0.96 -1.34
N2 -1.19 1.15 -0.71
N3 -1.49 0.44 -1.49

5.
Formula: C3H3N3O
Source: OMol25
Level of theory: wB97M-V/def2-TZVPD

Output
LUMO level   -0.5 eV
Relative energy (zero: lowest compared OMol25 entry of this formula, charge and spin)   3.576 eV
Frontier orbital gap   0.336 Ha

Geometry (Å):
O1 2.20 0.16 0.20
C1 0.94 0.10 0.03
C2 0.04 1.25 -0.08
C3 -1.20 1.03 -0.18
N1 -1.57 -0.22 0.25
N2 -0.71 -1.38 -0.02
N3 0.52 -1.14 -0.28
H1 0.55 2.16 -0.19
H2 -2.05 1.79 0.00
H3 -2.48 -0.44 0.43

6.
Formula: C3H3N3O2
Source: OMol25
Level of theory: wB97M-V/def2-TZVPD

Output
LUMO level   0.7 eV
Relative energy (zero: lowest compared OMol25 entry of this formula, charge and spin)   5.780 eV
Frontier orbital gap   0.421 Ha

Geometry (Å):
N1 4.38 0.27 -1.25
N2 4.68 0.18 -0.20
O1 4.77 -0.13 0.92
N3 -2.02 1.39 -0.31
C1 -2.49 2.02 0.57
O2 -2.98 2.41 1.50
H1 -1.68 1.49 -1.21
C2 1.18 0.76 -0.77
C3 1.60 -0.28 -0.38
H2 0.59 1.57 -1.20
H3 2.10 -1.08 0.12

7.
Formula: C3H3N3O2
Source: OMol25
Level of theory: wB97M-V/def2-TZVPD

Output
LUMO level   -0.6 eV
Relative energy (zero: lowest compared OMol25 entry of this formula, charge and spin)   3.731 eV
Frontier orbital gap   0.328 Ha

Geometry (Å):
O1 2.30 -1.02 -0.07
C1 1.12 -0.69 0.00
C2 -0.10 -1.46 0.03
N1 -1.28 -0.95 0.04
N2 -1.51 0.34 -0.03
N3 -0.41 1.27 -0.06
C3 0.88 0.82 -0.01
O2 1.81 1.61 0.07
H1 0.02 -2.60 0.05
H2 -2.36 0.50 0.47
H3 -0.48 2.19 -0.48

8.
Formula: C3H3N3O2
Source: OMol25
Level of theory: wB97M-V/def2-TZVPD

Output
LUMO level   -0.7 eV
Relative energy (zero: lowest compared OMol25 entry of this formula, charge and spin)   6.731 eV
Frontier orbital gap   0.340 Ha

Geometry (Å):
C1 0.34 -0.06 -0.24
C2 -1.74 -0.57 -0.29
C3 -1.52 0.98 -0.08
H1 2.28 -1.63 0.79
H2 2.08 1.09 0.40
H3 -2.17 1.87 -0.16
N1 1.60 0.10 -0.16
N2 -0.40 -1.14 -0.35
N3 -0.38 1.30 -0.01
O1 2.66 -0.76 -0.06
O2 -2.75 -1.18 0.15

9.
Formula: C3H3N3O2
Source: OMol25
Level of theory: wB97M-V/def2-TZVPD

Output
LUMO level   -0.2 eV
Relative energy (zero: lowest compared OMol25 entry of this formula, charge and spin)   4.011 eV
Frontier orbital gap   0.338 Ha

Geometry (Å):
O1 -3.30 0.02 0.10
C1 -2.11 0.27 -0.07
N1 -1.08 -0.67 0.05
C2 0.11 -0.15 -0.08
N2 0.72 1.11 -0.12
C3 1.96 0.87 0.20
N3 2.32 -0.39 -0.02
O2 1.10 -1.08 -0.07
H1 -1.81 1.42 -0.23
H2 2.71 1.65 0.05
H3 3.17 -0.88 0.24

10.
Formula: C3H3N3O2
Source: OMol25
Level of theory: wB97M-V/def2-TZVPD

Output
LUMO level   -0.8 eV
Relative energy (zero: lowest compared OMol25 entry of this formula, charge and spin)   5.913 eV
Frontier orbital gap   0.343 Ha

Geometry (Å):
O1 2.58 -0.11 0.20
C1 1.59 0.71 -0.27
N1 0.37 0.25 -0.18
N2 0.42 -1.09 -0.19
N3 -1.03 -1.45 -0.14
C2 -1.75 -0.54 -0.03
C3 -0.84 0.73 0.00
O2 -1.12 1.94 0.05
H1 1.75 1.78 -0.54
H2 0.92 -1.65 0.64
H3 -2.90 -0.57 0.45

11.
Formula: C3H3N3O2
Source: OMol25
Level of theory: wB97M-V/def2-TZVPD

Output
LUMO level   -0.7 eV
Relative energy (zero: lowest compared OMol25 entry of this formula, charge and spin)   4.946 eV
Frontier orbital gap   0.311 Ha

Geometry (Å):
O1 -1.69 -0.72 -0.61
C1 -0.61 0.02 -0.60
N1 0.16 0.54 -1.80
N2 0.97 1.51 -1.34
N3 0.99 1.47 -0.02
C2 0.12 0.54 0.40
C3 0.18 -0.31 1.53
O2 -0.38 -1.40 1.95
H1 0.21 0.31 -2.96
H2 0.93 -0.08 2.19
H3 -0.87 -1.87 1.26

12.
Formula: C3H3N3O2
Source: OMol25
Level of theory: wB97M-V/def2-TZVPD

Output
LUMO level   -1.2 eV
Relative energy (zero: lowest compared OMol25 entry of this formula, charge and spin)   5.206 eV
Frontier orbital gap   0.287 Ha

Geometry (Å):
O1 -0.26 -0.58 -1.98
C1 -0.45 0.03 -0.93
C2 -0.90 1.45 -0.68
N1 -0.45 1.94 0.47
N2 0.11 0.93 1.12
C3 0.28 -0.15 0.28
N3 0.83 -1.21 0.74
O2 0.62 -2.32 -0.07
H1 -1.29 2.06 -1.54
H2 0.54 0.93 2.01
H3 0.96 -3.08 0.57